(1)
Molecular formula: C3H9O3
Method: DFT, ωB97M-V/def2-TZVPD

Atoms and positions in Å:
C: -1.363523 0.094619 -0.043761
C: -1.087448 -0.011865 1.442657
O: 0.083682 -0.841420 1.595521
C: -0.274879 0.978564 -0.816920
O: 0.987226 1.003316 -0.376124
H: -1.357479 -0.829214 -0.620487
H: -2.290513 0.627588 -0.280958
H: -1.945586 -0.449327 1.960102
H: -0.766509 0.951160 1.843532
H: 0.659732 -0.552796 0.862784
H: -0.807949 2.009138 -0.766482
H: -0.379589 0.617334 -1.862383
H: 3.001336 -1.758684 -1.512294
H: 2.371079 -0.647770 -0.658409
O: 3.170420 -1.190643 -0.766779

Cartesian forces, eV/Å:
0.5768 1.0867 -1.0095
1.2385 -0.6688 -1.0632
-0.6825 -0.5341 0.3008
-1.1824 0.9636 0.4829
0.2761 -0.9739 0.3679
-0.2453 -0.6660 0.7808
-0.2822 -0.2503 0.2525
0.2810 0.0227 0.3531
-0.6961 0.3703 0.0593
0.1559 0.4914 0.1106
0.7922 -0.4872 -0.3320
-0.0795 0.2369 -0.3013
-0.2021 -0.1629 -0.3059
-0.2674 0.6198 -0.0372
0.3170 -0.0483 0.3410

The value obtained for the HOMO-LUMO gap is 7.357 eV. Its total charge is -1. The calculation puts the relative energy (zero: lowest compared OMol25 entry of this formula, charge and spin) at 11.9 kcal per mole.

=====

(2)
Molecular formula: C4H9N2O3S
Method: DFT, ωB97M-V/def2-TZVPD

Atoms and positions in Å:
C: 2.058350 0.715294 -1.172844
C: 2.126472 0.998630 0.363033
C: 0.783882 1.063494 1.052718
O: 0.414013 2.100441 1.635691
N: -0.083858 -0.025897 0.930716
C: -1.388065 -0.144754 1.329258
S: -2.258666 -0.556585 -0.251840
N: -2.531502 -2.274836 -0.009354
O: -1.304575 -0.682621 -1.447860
O: -3.622381 -0.149095 -0.479067
H: 1.726112 1.547454 -1.721849
H: 3.079506 0.549265 -1.489523
H: 1.325460 -0.141268 -1.324970
H: 2.702896 1.994184 0.434296
H: 2.811485 0.229824 0.728723
H: 0.307151 -0.692297 0.340311
H: -1.668163 0.791296 1.707679
H: -2.923083 -2.653199 -0.766538
H: -1.555035 -2.669329 0.141420

Cartesian forces, eV/Å:
-0.8822 -1.6210 1.5614
1.5047 1.0302 -1.3132
-2.5903 0.6189 0.4726
0.6375 -0.9092 -0.3193
4.8331 2.5047 0.3212
-1.8985 -1.5134 -1.6841
1.6955 -2.9466 -1.1817
3.7635 1.8631 5.0559
-1.4252 1.3003 2.1200
-0.4284 1.0969 -0.0949
-0.8066 1.1249 -0.5902
0.1216 -0.6284 -0.3205
1.2299 0.9060 -0.3943
-1.2087 -1.3897 0.5170
-0.2971 -0.0270 0.5327
0.4046 -1.6168 -0.8668
-1.0867 1.3037 0.5039
-1.7371 -1.5524 -4.0010
-1.8295 0.4558 -0.3187

The value obtained for the HOMO-LUMO gap is 6.558 eV. Its total charge is -1. Its structure (SMILES) is CCC(=O)NC=[S@](N)(=O)[O-]. The calculation puts the relative energy (zero: lowest compared OMol25 entry of this formula, charge and spin) at 10.8 kcal per mole.

=====

(3)
Molecular formula: C12H15N9O4
Method: DFT, ωB97M-V/def2-TZVPD

Atoms and positions in Å:
O: 3.522982 -4.274914 0.757446
N: 2.767555 -4.047642 -0.200247
O: 2.929943 -4.564235 -1.334565
C: 1.632779 -3.146223 -0.064858
C: 0.893075 -2.792161 -1.207720
C: -0.229358 -1.982477 -1.115793
N: -1.166047 -1.989888 -2.212187
O: -0.795843 -2.475618 -3.307608
O: -2.332956 -1.567588 -2.023421
C: -0.735086 -1.383699 0.170848
N: 0.256882 -1.677943 1.217462
N: -0.033525 -1.412226 2.536052
N: 0.747819 -2.156026 3.248477
N: 1.531619 -2.942889 2.481884
C: 1.214135 -2.660443 1.205531
H: 1.142187 -3.236324 -2.173175
H: -1.625692 -1.974344 0.469394
C: -2.914148 1.579104 0.468238
C: -2.485025 0.307967 -0.206625
N: -1.115623 0.005446 0.178023
C: -0.189746 1.024675 0.143629
N: -0.603192 2.295040 0.057988
C: -1.997149 2.711166 0.115899
C: 0.327271 3.410460 0.030879
C: 1.690263 2.978181 -0.441320
C: 2.151175 1.753161 0.301636
N: 1.133683 0.734945 0.178209
H: -3.930779 1.819974 0.140640
H: -2.942968 1.424424 1.553220
H: -3.108843 -0.535871 0.114185
H: -2.570723 0.403820 -1.301400
H: -2.271727 3.137638 -0.859135
H: -2.087493 3.516341 0.852941
H: -0.072997 4.188009 -0.628227
H: 0.394250 3.834801 1.044000
H: 1.683142 2.792927 -1.520248
H: 2.393937 3.793694 -0.266757
H: 3.073754 1.354317 -0.121920
H: 2.316991 1.981357 1.367022
H: 1.405477 -0.226934 0.351604

Cartesian forces, eV/Å:
-1.4352 0.6160 -1.2138
0.7243 -0.8194 -0.8082
-0.2020 0.8287 1.7442
0.5921 -0.3923 -0.9016
0.0052 -0.2441 0.8534
-0.1189 0.1248 -0.7667
0.2631 -0.8277 -1.1236
-0.6673 0.9623 1.7243
1.6345 -0.6700 -0.1351
-0.0785 -1.9245 0.4904
0.0992 -0.5380 0.8162
0.2208 -0.3652 0.1447
-0.5314 0.5714 -1.1887
-0.1073 0.3475 -1.0603
-0.0694 0.2564 0.9731
-0.0385 0.1571 0.3886
-0.0573 0.7676 -0.1221
-0.6887 -0.1395 0.5909
-0.5158 0.2439 -0.1594
1.1472 1.4365 -0.2408
-0.0657 -1.2576 -0.0209
0.0686 -0.2108 0.0066
-0.2941 0.2720 -0.2839
0.3067 0.1847 0.3112
0.4986 0.4780 -0.3762
0.1185 0.0842 0.3700
-1.0869 -0.1921 -0.0600
0.1417 0.0296 0.1288
0.0410 0.0484 -0.1280
0.2020 0.3183 -0.2148
0.0236 -0.0437 0.5043
0.1361 -0.0720 0.1095
0.1279 -0.0690 -0.0656
-0.0595 -0.1827 0.0839
-0.0516 -0.0163 -0.1716
-0.0622 -0.0968 0.1159
-0.0151 -0.0128 -0.0386
-0.0555 0.0610 0.0874
0.0760 -0.0231 -0.2626
-0.2263 0.3094 -0.1011

The value obtained for the HOMO-LUMO gap is 7.453 eV.

=====

(4)
Molecular formula: C2H4N2S3
Method: DFT, ωB97M-V/def2-TZVPD

Atoms and positions in Å:
S: 1.283155 0.664514 -1.293852
C: 0.083277 -0.341475 -0.182578
S: 0.864161 -1.747777 0.619739
C: -0.591491 0.814822 0.831448
S: -2.260731 0.905690 0.192359
N: -1.965591 -0.186143 -1.122812
N: -0.874870 -0.700120 -1.130645
H: 2.307172 -0.176185 -1.608361
H: 2.075273 -1.144059 0.892666
H: -0.884483 0.245010 1.717102
H: -0.035873 1.665726 1.084936

Cartesian forces, eV/Å:
0.1088 -0.0322 0.6121
1.9136 3.4787 0.8964
0.6034 0.1360 0.1417
-1.3319 -4.2555 -0.1950
-0.1980 1.2108 -0.7040
-1.2314 0.3668 0.2026
-0.0930 -1.9828 -1.2191
-0.7007 -0.1248 0.3378
-0.9791 -0.2498 -0.2225
1.1870 0.2002 0.4373
0.7213 1.2526 -0.2872

The value obtained for the HOMO-LUMO gap is 9.326 eV. Its structure (SMILES) is SC1(S)CSN=N1. The calculation puts the relative energy (zero: lowest compared OMol25 entry of this formula, charge and spin) at 51.1 kcal per mole.

=====

(5)
Molecular formula: C2H4F2S2
Method: DFT, ωB97M-V/def2-TZVPD

Atoms and positions in Å:
C: -0.157184 -0.654981 0.004279
C: -1.036933 0.381287 0.568366
F: -1.552557 0.051786 1.783765
F: -0.473512 1.620006 0.586205
S: 3.120776 0.755253 -0.275112
S: 2.191690 -0.724296 0.698726
H: -0.177975 -1.613903 0.483076
H: 0.137018 -0.491632 -0.978785
H: -1.982539 0.323720 -0.025397
H: 2.808571 1.798306 0.384832

Cartesian forces, eV/Å:
3.4327 0.0619 2.6556
-1.4488 -0.4433 -0.5297
0.8421 0.2336 0.7974
-0.4282 -0.4433 0.1374
0.7035 -1.5665 -1.7986
-2.6462 0.4043 -0.0918
-0.6766 -0.5260 -0.5266
0.1079 -0.2591 -1.7236
0.7088 0.8946 -0.3788
-0.5953 1.6437 1.4587

The value obtained for the HOMO-LUMO gap (alpha / beta) is 7.869 / 7.870 eV. The calculation puts the relative energy (zero: lowest compared OMol25 entry of this formula, charge and spin) at 33.4 kcal per mole.

=====

| no. | largest force on an atom (eV/A) | energy (eV) |
| --- | --- | --- |
| 1 | 1.764 | -9399.209 |
| 2 | 6.572 | -24250.771 |
| 3 | 2.084 | -34281.041 |
| 4 | 4.463 | -37622.209 |
| 5 | 4.340 | -29242.301 |